Entry 1:
A structure of composition C29H61As3IrN6P, computed with ωB97M-V with the def2-TZVPD basis set.

XYZ file:
```
101
C29H61As3IrN6P, DFT ωB97M-V with the def2-TZVPD basis set
Ir 0.31738 -0.51296 0.65064
C -0.01510 -3.56742 -1.24776
As -0.95956 -1.92099 -0.89259
C -1.35093 -1.23934 -2.64939
C -2.74290 -2.48122 -0.35307
C -3.04679 -2.79008 1.11485
C -4.48683 -3.32173 1.17892
C -3.01579 -1.49720 1.93810
As -1.30975 -0.74464 2.44961
C -0.66996 -1.68725 3.99751
C -1.89937 0.93513 3.18747
C -2.07721 -3.83848 1.68673
As -2.18786 -5.63589 0.83155
C -0.55366 -6.31438 1.65970
C -3.47593 -6.51019 2.00273
H 0.66925 -3.81724 -0.44044
H 0.53958 -3.44758 -2.17462
H -0.76335 -4.35217 -1.35860
H -1.84296 -2.05556 -3.17897
H -0.44388 -0.95219 -3.17517
H -2.01824 -0.38247 -2.58706
H -2.89417 -3.37777 -0.96022
H -3.42326 -1.71124 -0.72568
H -5.20566 -2.56010 0.86991
H -4.73407 -3.63266 2.19531
H -4.61146 -4.18146 0.51908
H -3.53199 -1.64156 2.89137
H -3.54200 -0.69557 1.41141
H -1.54886 -1.93699 4.58912
H -0.02303 -1.01599 4.56063
H -0.11698 -2.58348 3.73175
H -2.52903 0.70075 4.04600
H -2.47561 1.49309 2.45549
H -1.05284 1.53581 3.51736
H -2.26549 -3.96882 2.75701
H -1.03351 -3.51023 1.56820
H 0.31495 -5.80505 1.24389
H -0.46579 -7.37888 1.44920
H -0.57678 -6.17361 2.74165
H -4.48829 -6.36947 1.63270
H -3.40339 -6.14134 3.02624
H -3.25108 -7.57581 1.99679
N 1.86451 -1.27648 0.87040
P 3.35359 -1.43606 0.12423
N 4.39846 -0.72729 1.12613
C 5.83460 -0.63651 0.74097
C 6.48128 0.51083 1.49903
C 6.49521 0.21681 3.00771
C 5.28553 -0.63546 3.42953
C 4.08391 -0.36846 2.53759
N 3.60080 -3.00841 -0.16360
C 3.15626 -4.02974 0.82721
C 3.12779 -5.39439 0.15526
C 4.55665 -5.82760 -0.21407
C 5.44352 -4.61424 -0.53677
C 4.62908 -3.48043 -1.13682
N 3.53537 -0.70043 -1.33001
C 3.64288 0.77625 -1.35725
C 4.30712 1.22403 -2.65128
C 3.49961 0.73642 -3.85054
C 3.33879 -0.78004 -3.78750
C 2.72935 -1.19845 -2.45632
H 5.90954 -0.49614 -0.33606
H 6.34041 -1.57364 0.99243
H 5.92757 1.43106 1.29057
H 7.49294 0.65568 1.12298
H 6.50119 1.15579 3.56117
H 7.41313 -0.30720 3.27142
H 5.00784 -0.41911 4.46071
H 5.53218 -1.69876 3.38391
H 3.82445 0.69685 2.59928
H 3.21375 -0.93366 2.86659
H 2.18043 -3.74533 1.22286
H 3.85339 -4.06635 1.67117
H 2.50191 -5.34009 -0.74130
H 2.67259 -6.11944 0.82874
H 4.52503 -6.50636 -1.06591
H 4.99535 -6.38326 0.61443
H 6.22297 -4.88649 -1.24714
H 5.94616 -4.25857 0.36624
H 4.13284 -3.83554 -2.04604
H 5.26416 -2.64679 -1.42692
H 4.20230 1.11183 -0.48680
H 2.63028 1.21353 -1.30527
H 5.31948 0.81356 -2.69200
H 4.39124 2.31129 -2.65567
H 3.98236 1.02711 -4.78209
H 2.51115 1.21073 -3.83665
H 4.31312 -1.26339 -3.89340
H 2.70509 -1.13533 -4.60223
H 2.65751 -2.28003 -2.38309
H 1.71036 -0.77850 -2.37766
N 0.68845 3.57977 1.07521
C -0.62137 3.61297 0.65874
C -0.95925 2.33050 0.38699
N 0.14550 1.52697 0.62990
C 1.12521 2.31987 1.05219
H 1.23862 4.38412 1.34263
H -1.18611 4.52729 0.58453
H -1.88656 1.93785 0.00790
H 2.12258 2.00846 1.31868
```

Results
frontier orbital gap (alpha / beta): 5.8 / 5.0 eV
ΔE to the lowest compared entry with this formula, charge and spin: 77.8 kJ/mol
<S²>: 0.754
net charge: +3
spin multiplicity: 2
HOMO (alpha / beta): -15.47 / -15.47 eV

***

Entry 2:
A structure of composition C29H61F17O7Ta, computed with ωB97M-V with the def2-TZVPD basis set.

XYZ file:
```
115
C29H61F17O7Ta, DFT ωB97M-V with the def2-TZVPD basis set
F 3.59064 3.41004 5.39296
C 2.96444 2.59646 4.54301
F 3.78204 1.59140 4.24817
F 2.73140 3.27584 3.41998
C 1.63451 2.05094 5.19418
F 1.42303 2.67334 6.36331
F 1.80810 0.74130 5.44817
C 0.36220 2.16907 4.29978
F -0.58344 1.43741 4.89576
F 0.66082 1.60393 3.11388
C -0.14950 3.64265 4.06393
F 0.77718 4.49867 4.57294
F -0.23397 3.88240 2.74796
C -1.50259 4.02232 4.73990
F -1.37306 3.76243 6.05633
F -1.60937 5.36309 4.60471
C -2.77890 3.34968 4.08566
F -3.36516 4.30021 3.33992
F -2.34871 2.36951 3.26021
C -3.81149 2.78217 5.09670
F -3.18152 1.89494 5.90610
F -4.15558 3.85889 5.86744
C -5.05221 2.06790 4.48452
F -5.35802 2.73508 3.30513
F -6.09291 2.38979 5.35004
Ta -5.11907 -0.31299 4.23662
H -4.77306 -0.64471 6.02754
H -6.91329 -0.42497 4.72580
H -5.79970 -0.08418 2.52356
H -3.34628 -0.20493 3.68556
H -4.99213 -2.09858 3.83589
C 6.71694 -3.60696 -1.40168
C 5.23813 -3.47763 -1.73456
C 4.72370 -2.06878 -1.48786
O 4.47148 -4.43156 -1.00080
H 6.88574 -3.38385 -0.34426
H 7.06515 -4.62275 -1.59103
H 7.31731 -2.91500 -1.99462
H 5.08128 -3.74281 -2.78191
H 4.83603 -1.81031 -0.42998
H 3.66798 -1.99424 -1.74455
H 5.27117 -1.33478 -2.08132
H 4.56564 -4.22804 -0.06352
C 0.64345 0.10443 -4.98630
C 1.34936 -0.45037 -3.76157
C 1.29918 0.50186 -2.57973
O 2.70476 -0.79065 -4.08304
H 1.12770 1.02780 -5.31948
H 0.68946 -0.61343 -5.80543
H -0.40593 0.32171 -4.78779
H 0.89167 -1.40068 -3.47832
H 1.79331 1.44453 -2.83322
H 1.80984 0.07431 -1.71668
H 0.26925 0.72319 -2.29799
H 3.15153 0.02984 -4.32044
C 5.00285 -1.59872 -7.81145
C 5.97676 -1.26330 -6.69210
C 5.92884 -2.29598 -5.57850
O 5.71360 0.04168 -6.17643
H 3.98061 -1.61872 -7.42297
H 5.05170 -0.84746 -8.60006
H 5.22054 -2.57591 -8.24518
H 6.98882 -1.20494 -7.09693
H 4.93200 -2.32328 -5.12791
H 6.64042 -2.04292 -4.79101
H 6.16477 -3.29332 -5.95332
H 4.82120 0.01924 -5.81367
C 6.19556 5.86710 7.78484
C 5.99704 4.98552 9.00787
C 6.48810 3.56594 8.76792
O 4.63278 4.98653 9.41919
H 5.62600 5.46998 6.93975
H 5.84063 6.87907 7.98028
H 7.24664 5.91389 7.49570
H 6.53718 5.41575 9.85367
H 5.92636 3.10693 7.94944
H 6.34302 2.95564 9.65927
H 7.54648 3.55219 8.50259
H 4.10366 4.61343 8.70435
C -2.41215 -2.91280 -8.18544
C -1.56202 -2.32262 -7.07164
C -1.52056 -3.21895 -5.84419
O -2.02048 -1.02220 -6.70909
H -3.44348 -3.04042 -7.84465
H -2.42282 -2.25081 -9.05163
H -2.03411 -3.88808 -8.49506
H -0.54648 -2.16258 -7.43981
H -2.52876 -3.34106 -5.43831
H -0.90283 -2.76895 -5.06663
H -1.12276 -4.20814 -6.07591
H -2.91544 -1.10514 -6.36102
C -8.02131 -0.54297 -0.16418
C -8.99699 -1.20017 0.80290
C -10.44681 -0.91078 0.43326
O -8.71716 -0.81368 2.13524
H -8.13994 0.54412 -0.13513
H -6.99518 -0.77081 0.12434
H -8.19143 -0.87876 -1.19070
H -8.83436 -2.28054 0.79210
H -10.63613 0.16576 0.47753
H -11.12374 -1.40007 1.13457
H -10.67851 -1.25574 -0.57702
H -8.80582 0.14245 2.21582
C -2.52471 -1.37404 -2.57294
C -2.78620 -2.28174 -1.37963
C -2.52356 -3.74218 -1.71823
O -4.11797 -2.10544 -0.90858
H -3.20269 -1.63293 -3.39259
H -2.70317 -0.33227 -2.30563
H -1.49986 -1.47070 -2.93839
H -2.14755 -1.98618 -0.54618
H -3.18600 -4.06659 -2.52737
H -2.71735 -4.37254 -0.85077
H -1.49181 -3.89710 -2.04040
H -4.70851 -2.35624 -1.62851
```

Results
frontier orbital gap: 7.2 eV
ΔE to the lowest compared entry with this formula, charge and spin: 0.0 kJ/mol
net charge: -1
HOMO: -5.46 eV

***

Per-record max |F|, hartree/bohr: 0.029 0.010